P.
Below is the molecule C21H24N4O4S, with properties calculated with ωB97M-V/def2-TZVPD.

HOMO-LUMO gap = 8.34 eV
SMILES = N#CCCN(CCN1CCCC1)S(=O)(=O)c1ccc(-c2ccc([N+](=O)[O-])cc2)cc1

Cartesian coordinates (Å):
1 S -2.23 -1.40 -1.55
2 O -2.57 -0.57 -2.67
3 O 8.31 0.53 0.09
4 O -2.56 -2.80 -1.64
5 O 8.37 -1.51 0.77
6 N -2.27 2.06 -0.04
7 N -2.90 -0.72 -0.17
8 N -3.96 -4.14 3.03
9 N 7.79 -0.54 0.33
10 C -3.41 1.60 -0.81
11 C 4.39 -1.99 0.06
12 C 4.32 0.31 -0.66
13 C -2.55 2.43 1.33
14 C -3.95 0.26 -0.30
15 C -4.01 -3.49 2.09
16 C -1.64 3.23 -0.62
17 C 6.38 -0.66 0.07
18 C 1.72 -2.18 -1.30
19 C 2.22 -1.03 -0.69
20 C -2.91 -1.61 0.96
21 C -4.06 -2.64 0.93
22 C 3.66 -0.90 -0.43
23 C -0.01 -0.12 -0.58
24 C 5.67 0.43 -0.42
25 C -0.49 -1.26 -1.20
26 C 1.35 0.00 -0.34
27 C -1.28 3.18 1.78
28 C -0.66 3.70 0.46
29 C 0.36 -2.29 -1.56
30 C 5.74 -1.88 0.31
31 H -1.95 -2.14 0.95
32 H 1.73 0.87 0.16
33 H -4.42 0.39 0.68
34 H -0.71 0.66 -0.30
35 H -0.56 4.78 0.46
36 H 2.39 -2.97 -1.60
37 H -3.95 -3.25 0.03
38 H -1.52 3.99 2.46
39 H -2.96 -1.01 1.88
40 H 6.32 -2.70 0.70
41 H -4.24 2.33 -0.79
42 H -5.02 -2.13 0.90
43 H -2.73 1.54 1.94
44 H 6.20 1.35 -0.61
45 H -3.08 1.46 -1.84
46 H -1.14 2.97 -1.56
47 H -0.60 2.50 2.28
48 H 3.77 1.14 -1.06
49 H -4.72 -0.08 -1.01
50 H -3.43 3.09 1.40
51 H 3.89 -2.92 0.27
52 H -0.05 -3.17 -2.03
53 H 0.32 3.26 0.31
54 H -2.38 4.02 -0.84

---

Q.
Below is the molecule C21H24N4O4S, with properties calculated with ωB97M-V/def2-TZVPD.

HOMO-LUMO gap = 8.19 eV
SMILES = COc1ccc(OC)c(NC(=O)CSc2nnc(CNc3ccc(C)cc3C)o2)c1

Cartesian coordinates (Å):
1 S -2.26 3.94 -0.51
2 O -1.80 -0.80 0.24
3 O 0.21 3.00 -0.86
4 O -5.45 2.41 0.14
5 O -7.07 -2.15 -0.69
6 N -3.60 1.09 0.46
7 N 3.10 1.07 0.25
8 N -0.85 2.01 0.80
9 N 0.39 1.48 0.71
10 C -0.93 2.91 -0.14
11 C -0.79 -1.78 0.33
12 C -4.28 2.25 0.43
13 C -8.08 -1.16 -0.63
14 C -3.49 -2.49 -0.29
15 C -5.79 -1.77 -0.44
16 C -3.40 3.45 0.83
17 C 5.08 0.85 -1.13
18 C -5.40 -0.47 -0.12
19 C 1.00 2.07 -0.26
20 C 6.32 0.28 -1.37
21 C 4.81 -0.54 0.82
22 C -3.09 -1.20 0.02
23 C 2.37 1.82 -0.74
24 C 6.82 -0.70 -0.53
25 C 4.31 0.46 -0.04
26 C 4.01 -0.99 2.01
27 C 8.16 -1.33 -0.77
28 C -4.83 -2.77 -0.52
29 C -4.06 -0.19 0.11
30 C 6.05 -1.09 0.55
31 H 4.72 1.61 -1.80
32 H 6.89 0.60 -2.23
33 H 0.11 -1.23 0.60
34 H -4.04 4.32 0.98
35 H 8.09 -2.41 -0.75
36 H 3.81 -0.15 2.68
37 H -9.01 -1.68 -0.88
38 H -6.11 0.33 -0.05
39 H 2.31 1.29 -1.71
40 H 8.57 -1.02 -1.73
41 H -2.77 -3.29 -0.36
42 H -1.02 -2.52 1.10
43 H 2.86 2.78 -0.93
44 H -2.62 1.11 0.71
45 H -7.90 -0.36 -1.36
46 H -0.64 -2.28 -0.63
47 H -2.80 3.24 1.71
48 H 3.06 -1.42 1.70
49 H 8.86 -1.03 0.01
50 H 2.50 0.57 0.89
51 H 4.56 -1.74 2.56
52 H -8.16 -0.73 0.37
53 H -5.14 -3.77 -0.76
54 H 6.43 -1.86 1.22

---

Best to worst by energy: Q, P.